A molecular structure, C29H47IrN6O2SSi. Source: OMol25; level of theory: ωB97M-V/def2-TZVPD.

Each line ends with the Mulliken charge.
Atoms and positions in Å:
Ir 0.922 0.400 -0.263  1.030
C 0.253 -3.501 2.925  -0.909
N 0.367 -3.402 1.473  0.541
C 0.235 -4.633 0.676  -0.711
C 0.636 -4.178 -0.722  -0.590
N 0.526 -2.715 -0.623  0.334
C 1.082 -1.957 -1.718  -1.072
C 0.461 -2.332 0.679  -0.899
N 0.417 -1.051 1.021  0.185
C 0.456 -0.503 2.374  -1.268
C -0.179 0.866 2.320  0.260
N 0.406 1.585 1.170  -0.162
C 0.417 2.941 1.045  0.388
N 1.125 3.549 0.087  0.144
C 1.941 2.926 -0.934  -1.463
C 0.910 5.003 0.114  -0.632
C 0.100 5.195 1.398  -0.657
N -0.247 3.815 1.793  0.013
C -1.231 3.606 2.854  -0.913
H 0.387 -4.547 3.188  0.411
H -0.725 -3.190 3.292  0.266
H 1.039 -2.938 3.424  0.361
H -0.794 -4.996 0.718  0.368
H 0.895 -5.401 1.073  0.470
H -0.031 -4.553 -1.495  0.411
H 1.661 -4.463 -0.972  0.355
H 0.749 -2.415 -2.650  0.627
H 2.172 -1.896 -1.701  0.169
H 0.631 -0.943 -1.815  0.445
H 1.490 -0.427 2.722  -0.049
H -0.117 -1.123 3.056  0.806
H 0.023 1.408 3.240  0.714
H -1.256 0.755 2.170  -0.693
H 2.625 2.189 -0.510  0.729
H 2.583 3.684 -1.381  0.483
H 1.333 2.510 -1.754  0.256
H 0.372 5.324 -0.779  0.326
H 1.870 5.514 0.147  0.420
H -0.815 5.761 1.235  0.446
H 0.672 5.674 2.192  0.364
H -1.829 4.512 2.922  0.380
H -0.755 3.446 3.820  0.317
H -1.900 2.785 2.614  0.323
O -0.648 0.992 -1.423  -0.747
S -2.022 1.722 -1.466  0.524
C -3.347 0.545 -1.122  -1.469
C -3.377 0.171 0.329  0.435
C -3.961 1.014 1.273  -0.365
C -4.009 0.639 2.608  -0.790
C -3.493 -0.589 3.003  -0.771
C -2.923 -1.435 2.060  -0.818
C -2.851 -1.051 0.729  -0.431
C -2.233 1.950 -3.267  -1.395
C -2.135 0.681 -4.050  0.422
C -0.886 0.192 -4.431  -0.124
C -0.791 -0.982 -5.164  -0.842
C -1.941 -1.676 -5.517  -0.567
C -3.188 -1.187 -5.151  -0.701
C -3.286 -0.012 -4.421  -0.270
H -3.260 -0.303 -1.800  0.654
H -4.228 1.129 -1.407  0.728
H -4.408 1.952 0.964  0.504
H -4.490 1.283 3.332  0.498
H -3.573 -0.900 4.036  0.479
H -2.584 -2.418 2.357  0.803
H -2.459 -1.731 -0.020  0.542
H -1.462 2.677 -3.524  0.509
H -3.202 2.446 -3.361  0.668
H 0.009 0.758 -4.201  0.485
H 0.177 -1.337 -5.493  0.533
H -1.868 -2.581 -6.105  0.465
H -4.086 -1.707 -5.456  0.445
H -4.264 0.385 -4.174  0.460
C 5.256 -0.900 -0.692  -1.188
Si 4.101 -0.769 0.729  0.247
C 3.641 -2.432 1.442  -0.632
C 4.622 0.416 2.057  -1.105
O 2.700 -0.003 0.061  0.395
H 6.208 -1.331 -0.368  0.415
H 5.499 0.071 -1.127  0.365
H 4.902 -1.548 -1.498  0.358
H 4.526 -2.909 1.871  0.648
H 3.269 -3.114 0.674  0.164
H 2.912 -2.370 2.251  0.014
H 5.500 0.016 2.572  0.457
H 3.864 0.580 2.826  0.340
H 4.913 1.382 1.641  0.338

Output
**Gap between HOMO and LUMO (alpha / beta)**: 6.872 / 5.498 eV
**Spin multiplicity**: 2
**Relative energy (zero: lowest compared OMol25 entry of this formula, charge and spin)**: 0.0 kcal/mol
**Net charge**: +3
**Strongest force on any atom**: 0.687 eV/A